A cluster of 9 separate species, C52H59Cl4N5O4 in total. Source: the OMol25 dataset; level of theory: ωB97M-V with the def2-TZVPD basis set.

```
124
C52H59Cl4N5O4, DFT ωB97M-V with the def2-TZVPD basis set
O 0.57211 -14.97720 8.15751
C -0.38840 -15.76300 7.99062
C -0.48201 -16.53590 6.67423
C 0.46150 -16.31698 5.64429
C 0.39328 -17.05942 4.47663
C -0.60474 -18.00990 4.25548
C -1.61267 -18.16083 5.24051
C -1.57793 -17.40498 6.41984
C -2.60924 -17.63653 7.46733
O -3.51902 -18.47314 7.37209
C -2.61707 -16.77664 8.63492
C -3.70185 -16.70189 9.55657
C -3.68712 -15.93301 10.71079
C -2.53835 -15.16427 10.91751
C -1.43733 -15.21696 10.07748
C -1.51799 -15.92383 8.88872
H 1.28493 -15.61900 5.60987
H 1.18370 -16.94418 3.74974
H -0.55839 -18.76259 3.48236
H -2.39865 -18.89081 5.11484
H -4.51935 -17.39376 9.41730
H -4.51482 -16.01667 11.39950
H -2.41855 -14.56574 11.80847
H -0.50900 -14.69710 10.26282
O 0.15232 -11.57852 8.42454
C -0.28407 -11.70630 9.57316
C -1.50119 -10.91175 10.00266
C -2.12745 -10.10741 9.00269
C -3.34100 -9.41325 9.36503
C -3.81686 -9.49643 10.63894
C -3.21441 -10.30349 11.61354
C -2.02097 -10.96426 11.27749
C -1.36421 -11.76346 12.37229
O -1.83336 -11.74153 13.52058
C -0.01631 -12.40040 12.01607
C 0.73022 -12.97542 13.04873
C 2.01106 -13.52859 12.77670
C 2.41948 -13.57598 11.39547
C 1.75626 -12.95507 10.37567
C 0.44674 -12.42734 10.70368
H -1.80597 -10.02488 7.97496
H -3.85902 -8.83726 8.61250
H -4.71927 -8.94842 10.86643
H -3.57308 -10.36520 12.63037
H 0.33544 -13.09154 14.04726
H 2.62287 -14.01993 13.51879
H 3.36241 -14.06044 11.18916
H 2.17256 -13.04491 9.38317
C -6.10986 -11.35494 5.57188
C -7.08151 -11.52441 4.38888
C -6.36578 -12.04595 3.11210
C -5.60228 -13.27227 3.45539
N -5.04449 -14.20471 3.80188
H -6.55381 -11.06892 6.52541
H -5.24358 -10.73760 5.33410
H -5.65712 -12.30623 5.85144
H -7.61345 -10.60093 4.16015
H -7.88159 -12.22568 4.62591
H -5.57182 -11.34700 2.84906
H -6.99961 -12.14214 2.23057
C -9.34438 -18.15452 4.80847
C -8.50556 -17.50979 5.86521
C -9.38754 -16.99639 6.96616
C -8.50724 -16.36191 7.96217
N -7.77125 -15.89395 8.72601
H -9.99551 -17.37579 4.41133
H -9.90645 -19.01387 5.17413
H -8.84513 -18.54343 3.92101
H -7.85912 -16.71054 5.50268
H -7.86790 -18.21654 6.39623
H -9.83872 -17.81811 7.52231
H -10.10621 -16.31619 6.50904
C -4.92867 -13.90876 13.69528
C -5.03840 -14.55077 15.04813
C -4.41823 -13.70961 16.19810
C -4.49774 -14.28351 17.51399
N -4.55229 -14.73142 18.64391
H -5.64189 -14.30260 12.97119
H -3.89774 -14.01174 13.35662
H -5.09401 -12.84099 13.83889
H -4.56226 -15.51519 14.87130
H -6.06824 -14.59836 15.40204
H -4.93011 -12.75338 16.08993
H -3.35782 -13.53967 16.01166
C -1.86917 -14.20924 4.03549
C -1.75995 -12.71249 4.57364
C -0.53827 -12.51465 5.49890
C 0.65289 -12.94723 4.73669
N 1.55727 -13.30221 4.11717
H -2.57081 -14.38915 3.22099
H -2.18966 -14.84379 4.86177
H -0.96455 -14.68237 3.65353
H -2.57884 -12.51523 5.26544
H -1.76918 -12.02536 3.72754
H -0.42659 -13.27083 6.27596
H -0.54945 -11.50954 5.92047
C -9.61213 -12.71390 15.28501
C -8.62976 -12.59527 14.14241
C -7.67541 -11.39703 14.03013
C -7.13818 -11.10699 15.37829
N -6.68982 -10.89782 16.41250
H -10.03967 -13.71298 15.20053
H -10.36098 -11.93025 15.17005
H -9.18334 -12.60098 16.28075
H -9.24124 -12.56673 13.24053
H -8.01022 -13.48859 14.22160
H -8.16072 -10.54780 13.54910
H -6.85238 -11.67546 13.37195
Cl -3.55015 -13.33208 7.56817
C -4.53313 -12.55613 8.85120
C -5.75091 -13.48336 9.24160
Cl -6.35740 -12.93648 10.87050
H -4.79852 -11.53139 8.59124
H -3.91038 -12.48119 9.74264
H -5.55601 -14.55573 9.25295
H -6.53421 -13.22910 8.52752
Cl -9.97689 -11.19159 10.73516
C -10.39963 -12.22832 9.39881
C -9.50166 -12.03177 8.22374
Cl -9.79520 -13.21824 6.93444
H -11.45525 -12.05501 9.18972
H -10.33981 -13.27426 9.69973
H -8.45925 -11.86702 8.49638
H -9.68659 -11.01902 7.86565
```

Computed properties:
E_tot (eV): -120609.6661
Maximum force (hartree/bohr): 0.1457
LUMO (eV): -1.323
Orbital gap (eV): 8.29
HOMO (eV): -9.614

Atom charges from the Mulliken analysis, given in e for atoms 1 to 8: O -0.65; C 0.46; C 0.33; C -0.60; C -0.83; C -0.56; C -0.53; C 0.53

=====

A structure of composition C18H27BrGdNO4P2. Source: the OMol25 dataset; level of theory: ωB97M-V with the def2-TZVPD basis set.

```
54
C18H27BrGdNO4P2, DFT ωB97M-V with the def2-TZVPD basis set
Gd 0.50321 -0.56751 0.36489
P -2.88191 -0.51262 -0.90400
C -2.22197 0.40123 -2.34393
C -0.76881 0.81976 -2.62814
N 0.31069 0.55606 -1.83269
C 1.54463 0.94500 -2.27087
C 1.72093 1.66915 -3.44020
C 0.62049 1.96908 -4.23082
C -0.62758 1.52759 -3.81193
C 2.79203 0.65928 -1.43615
P 3.03366 -1.03634 -0.67658
H -1.52535 1.73999 -4.39469
H 2.73160 1.97195 -3.70916
H 0.73343 2.51930 -5.15702
H 3.66137 0.75640 -2.09817
H 2.90100 1.41524 -0.63571
H -2.57376 -0.19211 -3.17606
H -2.84376 1.32152 -2.35403
H -2.45632 -4.82816 -4.25166
O -1.59206 -4.86236 -4.66974
H -1.09268 -4.15869 -4.22914
H -2.33785 -1.83421 -0.76955
O -0.73258 -2.22602 -0.19675
H -0.69776 -3.17184 -0.42068
C 3.50131 -2.04934 -2.11911
H 4.49127 -1.77335 -2.50865
H 3.52226 -3.10104 -1.79780
H 2.75005 -1.94974 -2.91462
C 4.59336 -0.82570 0.24369
H 4.65902 -1.65680 0.95981
H 5.46931 -0.85236 -0.41835
H 4.58048 0.11654 0.80839
C -2.84073 0.64930 0.48360
H -3.84784 1.09131 0.57268
H -2.57814 0.16618 1.43589
H -2.13759 1.48397 0.31637
C -4.57692 -1.01335 -1.23051
H -4.98657 -1.39137 -0.28321
H -5.16702 -0.16842 -1.61262
H -4.54439 -1.83535 -1.96147
Br -1.14006 3.19743 2.87367
C -0.50912 2.24116 4.39153
C -0.65682 2.73438 5.68905
C -0.26192 1.95401 6.78526
C 0.25233 0.67151 6.58344
C 0.42425 0.17566 5.29574
C 0.07618 0.97952 4.21171
C 0.23834 0.47935 2.83672
O -0.58755 -0.41128 2.40225
O 1.17944 0.90888 2.06661
H -1.07985 3.72305 5.83725
H -0.37949 2.34012 7.79831
H 0.53508 0.05346 7.43289
H 0.82072 -0.81940 5.09424
```

Computed properties:
Spin multiplicity: 8
E_tot (eV): -138226.5621
Maximum force (hartree/bohr): 0.0268
Total charge: +2
LUMO (alpha / beta) (eV): -7.982 / -6.204
Orbital gap (alpha / beta) (eV): 5.68 / 7.46
HOMO (alpha / beta) (eV): -13.658 / -13.660
Energy relative to the best compared isomer or geometry (same formula, charge and spin) (eV): 0.000

Atom charges from the Mulliken analysis, given in e for atoms 1 to 8: Gd 1.02; P 0.65; C -1.00; C 0.44; N 0.23; C 0.93; C -0.88; C -0.64

=====

A cluster of 2 separate species, CH4FN in total. Source: the OMol25 dataset; level of theory: ωB97M-V with the def2-TZVPD basis set.

```
7
CH4FN, DFT ωB97M-V with the def2-TZVPD basis set
C -1.45643 -0.55735 -0.02615
N 1.53679 0.41010 -0.01674
F -2.22243 0.50637 -0.09436
H -1.14091 -0.88301 0.94628
H -1.11278 -0.96205 -0.95865
H 1.37019 0.89039 -0.90210
H 1.37778 1.11399 0.70063
```

Computed properties:
E_tot (eV): -5305.1394
Maximum force (hartree/bohr): 0.0202
LUMO (alpha / beta) (eV): 0.625 / -0.617
Orbital gap (alpha / beta) (eV): 11.83 / 7.74
HOMO (alpha / beta) (eV): -11.201 / -8.357
Energy relative to the best compared isomer or geometry (same formula, charge and spin) (eV): 3.972

And the Mulliken charges, in e, turn out to be: C -0.42; N -0.48; F -0.19; H 0.32; H 0.32; H 0.23; H 0.23

=====

Look up the maximum force of the third one. 0.0202 hartree/bohr

=====

The highest maximum force belongs to which entry? C52H59Cl4N5O4